Density functional theory data (ωB97M-V/def2-TZVPD) for an isolated ion of composition C9H20N3O2 and charge +1 at a distorted geometry.

CARTESIAN COORDINATES (ANGSTROEM)
1 C -1.491 -2.666 -2.208
2 C -2.426 -1.383 -2.065
3 C -1.556 -0.110 -1.700
4 C -1.208 -0.138 -0.156
5 O -2.233 0.564 0.571
6 C -2.035 0.457 1.960
7 N -0.646 0.936 2.395
8 C 0.264 0.115 1.632
9 N 1.080 -0.771 2.224
10 N 0.177 0.298 0.180
11 C 0.442 1.720 -0.184
12 O 1.710 1.766 -0.862
13 C 2.805 1.821 0.064
14 C 3.766 0.572 -0.149
15 H -1.776 -3.474 -1.473
16 H -1.520 -3.102 -3.253
17 H -0.427 -2.328 -2.001
18 H -3.235 -1.597 -1.302
19 H -2.965 -1.137 -3.030
20 H -0.618 -0.041 -2.323
21 H -2.200 0.815 -1.861
22 H -1.287 -1.232 0.168
23 H -2.170 -0.582 2.379
24 H -2.772 1.147 2.470
25 H -0.482 0.650 3.373
26 H 0.667 -1.619 2.634
27 H 2.092 -0.675 2.325
28 H 0.522 2.424 0.691
29 H -0.310 2.164 -0.895
30 H 2.506 1.836 1.155
31 H 3.398 2.761 -0.127
32 H 4.249 0.650 -1.163
33 H 4.564 0.513 0.653
34 H 3.115 -0.353 -0.122

The largest force on an atom is 5.4 eV Å⁻¹. Its lowest unoccupied orbital energy is -0.2093 Ha. The total charge is +1. The value obtained for the HOMO-LUMO gap is 7.709 eV. As for the SMILES: CCC[C@@H]1OCNC(N)=[N+]1COCC. The calculation puts the HOMO energy at -0.4926 Ha.

How positive or negative is each atom? The Mulliken charges in e answer that: number 1, C, carries -0.9671; number 2, C, carries -0.5486; number 3, C, carries -0.9347; number 4, C, carries -0.1062; number 5, O, carries -0.3749; number 6, C, carries -0.3398; number 7, N, carries -0.1332; number 8, C, carries -0.1762; number 9, N, carries -0.2527; number 10, N, carries 0.4488; number 11, C, carries -0.5610; number 12, O, carries -0.3875; number 13, C, carries -0.1626; number 14, C, carries -0.9746; number 15, H, carries 0.2652; number 16, H, carries 0.3010; number 17, H, carries 0.2727; number 18, H, carries 0.3111; number 19, H, carries 0.4002; number 20, H, carries 0.3418; number 21, H, carries 0.4432; number 22, H, carries 0.4015; number 23, H, carries 0.3531; number 24, H, carries 0.3418; number 25, H, carries 0.3973; number 26, H, carries 0.2710; number 27, H, carries 0.2641; number 28, H, carries 0.3850; number 29, H, carries 0.3427; number 30, H, carries 0.1958; number 31, H, carries 0.3603; number 32, H, carries 0.3101; number 33, H, carries 0.3068; number 34, H, carries 0.2055

Density functional theory data (ωB97M-V/def2-TZVPD) for C11H10Cl2N2Rh as an isolated structure at a distorted geometry.

CARTESIAN COORDINATES (ANGSTROEM)
1 Rh -0.033 0.817 0.082
2 C 4.232 -0.244 -0.666
3 C 4.776 -0.172 0.606
4 C 3.957 -0.038 1.715
5 C 2.566 0.081 1.526
6 N 2.077 0.114 0.267
7 C 2.842 -0.068 -0.787
8 C 1.577 0.089 2.609
9 C 1.878 -0.115 3.968
10 C 0.841 -0.277 4.872
11 C -0.475 -0.222 4.439
12 C -0.705 0.064 3.084
13 N 0.286 0.218 2.234
14 H 4.830 -0.432 -1.551
15 H 5.857 -0.252 0.731
16 H 4.385 -0.038 2.710
17 H 2.396 -0.084 -1.782
18 H 2.899 -0.186 4.314
19 H 1.052 -0.466 5.921
20 H -1.319 -0.382 5.097
21 H -1.721 0.162 2.715
22 Cl -2.268 0.400 -0.754
23 C -2.638 2.139 -0.730
24 Cl -1.121 2.920 -0.242
25 H -3.423 2.365 0.006
26 H -2.936 2.467 -1.739

The largest force on an atom is 3.2 eV Å⁻¹. Its lowest unoccupied orbital energy (spin up / spin down) is -0.5688 / -0.5613 Ha. The total charge is +3. The value obtained for the HOMO-LUMO gap (spin up / spin down) is 4.258 / 4.479 eV. The calculation puts the HOMO energy (spin up / spin down) at -0.7253 / -0.7259 Ha.

How positive or negative is each atom? The Mulliken charges in e answer that: number 1, Rh, carries 0.4978; number 2, C, carries -0.6502; number 3, C, carries -0.3342; number 4, C, carries -0.4299; number 5, C, carries 0.6233; number 6, N, carries -0.2916; number 7, C, carries 0.0084; number 8, C, carries 0.8196; number 9, C, carries -0.5178; number 10, C, carries -0.3810; number 11, C, carries -0.7531; number 12, C, carries 0.0490; number 13, N, carries 0.0137; number 14, H, carries 0.4374; number 15, H, carries 0.4796; number 16, H, carries 0.3686; number 17, H, carries 0.3936; number 18, H, carries 0.3582; number 19, H, carries 0.4829; number 20, H, carries 0.4385; number 21, H, carries 0.3807; number 22, Cl, carries 0.1197; number 23, C, carries -0.0347; number 24, Cl, carries 0.1106; number 25, H, carries 0.3852; number 26, H, carries 0.4257

Density functional theory data (ωB97M-V/def2-TZVPD) for a 4-piece molecular cluster, C38H74BrN3O9P overall at a distorted geometry.

CARTESIAN COORDINATES (ANGSTROEM)
1 C -5.819 -0.658 -2.072
2 C -6.718 -1.680 -1.230
3 C -5.900 -2.788 -0.409
4 C -4.351 -2.464 -0.197
5 C -4.128 -1.347 0.943
6 C -3.607 -1.971 2.346
7 C -2.040 -1.573 2.490
8 C -1.231 -2.566 3.467
9 C -0.554 -1.850 4.723
10 C 0.659 -0.866 4.361
11 C 1.758 -1.491 3.388
12 C 3.061 -0.598 3.176
13 C 2.727 0.940 2.740
14 C 3.679 2.023 3.509
15 N 4.004 2.992 2.661
16 C 5.081 3.966 2.999
17 C 6.134 4.166 1.783
18 C 6.867 2.849 1.288
19 C 6.430 2.311 -0.164
20 N 7.212 2.852 -1.305
21 C 7.270 4.338 -1.332
22 C 6.578 2.341 -2.544
23 C 6.870 2.960 -3.994
24 O 5.789 1.350 -2.528
25 C 3.135 2.875 1.427
26 N 3.309 3.880 0.373
27 C 2.941 5.278 0.826
28 C 2.448 3.648 -0.802
29 C 3.005 3.479 -2.307
30 O 1.193 3.606 -0.688
31 C 3.192 1.316 1.206
32 P 1.884 0.431 0.156
33 O 0.420 0.278 1.048
34 Br 2.757 -1.669 -0.185
35 H -5.113 -0.018 -1.453
36 H -5.288 -1.246 -2.900
37 H -6.543 0.050 -2.615
38 H -7.450 -1.070 -0.599
39 H -7.364 -2.246 -1.994
40 H -6.099 -3.826 -0.862
41 H -6.377 -2.829 0.649
42 H -3.870 -3.429 0.204
43 H -3.784 -2.219 -1.159
44 H -5.116 -0.784 1.058
45 H -3.289 -0.660 0.556
46 H -4.254 -1.516 3.161
47 H -3.705 -3.111 2.311
48 H -1.606 -1.752 1.434
49 H -1.888 -0.469 2.715
50 H -0.451 -3.124 2.846
51 H -2.008 -3.321 3.859
52 H -0.147 -2.608 5.489
53 H -1.386 -1.264 5.260
54 H 1.167 -0.609 5.364
55 H 0.193 0.107 3.978
56 H 2.110 -2.468 3.892
57 H 1.232 -1.817 2.434
58 H 3.816 -1.113 2.499
59 H 3.576 -0.543 4.209
60 H 1.690 1.252 3.030
61 H 4.091 1.908 4.556
62 H 4.745 4.965 3.400
63 H 5.702 3.468 3.823
64 H 6.956 4.863 2.192
65 H 5.682 4.732 0.901
66 H 8.002 3.038 1.209
67 H 6.784 1.986 2.045
68 H 5.307 2.436 -0.311
69 H 6.616 1.174 -0.161
70 H 7.850 4.748 -0.424
71 H 6.225 4.828 -1.255
72 H 7.790 4.777 -2.245
73 H 5.883 3.419 -4.352
74 H 7.118 2.138 -4.761
75 H 7.739 3.684 -4.020
76 H 2.008 3.034 1.696
77 H 3.736 5.764 1.473
78 H 1.909 5.212 1.304
79 H 2.842 5.954 -0.101
80 H 2.556 4.302 -2.954
81 H 4.144 3.542 -2.217
82 H 2.766 2.444 -2.710
83 H 4.285 0.962 1.137
84 H 0.111 -0.652 0.970
85 O 6.812 5.565 -5.007
86 C 6.524 5.497 -6.182
87 O 7.479 5.253 -7.093
88 C 7.220 4.963 -8.476
89 C 7.081 6.237 -9.283
90 C 5.122 5.777 -6.648
91 H 6.359 4.300 -8.584
92 H 8.086 4.403 -8.836
93 H 6.233 6.836 -8.946
94 H 6.943 6.008 -10.342
95 H 7.973 6.858 -9.171
96 H 4.990 6.854 -6.757
97 H 4.427 5.404 -5.893
98 H 4.861 5.278 -7.578
99 O -7.613 -1.689 2.490
100 C -7.495 -2.511 3.370
101 O -7.194 -3.783 3.062
102 C -6.843 -4.788 4.026
103 C -8.080 -5.449 4.598
104 C -7.772 -2.150 4.803
105 H -6.188 -4.381 4.800
106 H -6.256 -5.536 3.487
107 H -8.707 -4.734 5.135
108 H -7.805 -6.251 5.285
109 H -8.693 -5.867 3.796
110 H -8.844 -2.220 4.989
111 H -7.445 -1.122 4.969
112 H -7.233 -2.763 5.522
113 O -7.221 -7.564 1.382
114 C -7.523 -7.630 0.212
115 O -6.576 -7.856 -0.715
116 C -6.850 -8.141 -2.094
117 C -7.019 -6.864 -2.892
118 C -8.935 -7.368 -0.233
119 H -7.703 -8.816 -2.194
120 H -5.981 -8.686 -2.470
121 H -7.871 -6.280 -2.539
122 H -7.169 -7.089 -3.950
123 H -6.135 -6.230 -2.788
124 H -9.085 -6.292 -0.335
125 H -9.614 -7.755 0.528
126 H -9.202 -7.867 -1.163

The largest force on an atom is 4.8 eV Å⁻¹. Its lowest unoccupied orbital energy is -0.1486 Ha. The total charge is +1. The value obtained for the HOMO-LUMO gap is 7.149 eV. The calculation puts the HOMO energy at -0.4114 Ha.

Atomic partial charges in e from the Mulliken method, atoms 1 to 99: number 1, C, carries -0.9838; number 2, C, carries -0.4744; number 3, C, carries 0.5805; number 4, C, carries -0.9714; number 5, C, carries -0.5871; number 6, C, carries -0.6363; number 7, C, carries -0.1391; number 8, C, carries -0.6505; number 9, C, carries -0.9396; number 10, C, carries -0.1884; number 11, C, carries -0.2558; number 12, C, carries -0.8814; number 13, C, carries 0.3582; number 14, C, carries -0.5249; number 15, N, carries 0.6097; number 16, C, carries -1.0036; number 17, C, carries -0.0555; number 18, C, carries -1.1101; number 19, C, carries -0.0380; number 20, N, carries -0.0011; number 21, C, carries -0.6895; number 22, C, carries 0.5873; number 23, C, carries -0.8775; number 24, O, carries -0.5633; number 25, C, carries -1.1030; number 26, N, carries 0.7148; number 27, C, carries -1.0177; number 28, C, carries 0.2078; number 29, C, carries -0.4759; number 30, O, carries -0.5125; number 31, C, carries -0.0748; number 32, P, carries 0.3013; number 33, O, carries -0.4534; number 34, Br, carries -0.2635; number 35, H, carries 0.2066; number 36, H, carries 0.2398; number 37, H, carries 0.3716; number 38, H, carries 0.2656; number 39, H, carries 0.3441; number 40, H, carries 0.0099; number 41, H, carries -0.4456; number 42, H, carries 0.3684; number 43, H, carries 0.3585; number 44, H, carries 0.4382; number 45, H, carries 0.3227; number 46, H, carries 0.1780; number 47, H, carries 0.3728; number 48, H, carries -0.0341; number 49, H, carries 0.3115; number 50, H, carries 0.2972; number 51, H, carries 0.3904; number 52, H, carries 0.3475; number 53, H, carries 0.3104; number 54, H, carries 0.2831; number 55, H, carries 0.2006; number 56, H, carries 0.4127; number 57, H, carries -0.1393; number 58, H, carries 0.2179; number 59, H, carries 0.4108; number 60, H, carries 0.2333; number 61, H, carries 0.4072; number 62, H, carries 0.2736; number 63, H, carries 0.4222; number 64, H, carries 0.3831; number 65, H, carries 0.1553; number 66, H, carries 0.3601; number 67, H, carries 0.3897; number 68, H, carries 0.0212; number 69, H, carries 0.3141; number 70, H, carries 0.2339; number 71, H, carries 0.1239; number 72, H, carries 0.3765; number 73, H, carries 0.0172; number 74, H, carries 0.3631; number 75, H, carries 0.3751; number 76, H, carries 0.4724; number 77, H, carries 0.3012; number 78, H, carries 0.3762; number 79, H, carries 0.3715; number 80, H, carries 0.3845; number 81, H, carries -0.2369; number 82, H, carries 0.3062; number 83, H, carries 0.3895; number 84, H, carries 0.1935; number 85, O, carries -0.5686; number 86, C, carries 0.8463; number 87, O, carries -0.3580; number 88, C, carries -0.3874; number 89, C, carries -0.9736; number 90, C, carries -0.9292; number 91, H, carries 0.3461; number 92, H, carries 0.3134; number 93, H, carries 0.2751; number 94, H, carries 0.3589; number 95, H, carries 0.3048; number 96, H, carries 0.2907; number 97, H, carries 0.1632; number 98, H, carries 0.3663; number 99, O, carries -0.5441